(1)
Entry from OMol25: a molecular structure, C23H41BBr19F9N3O4S (ωB97M-V with the def2-TZVPD basis set).

Properties
Orbital gap (eV): 6.137
E (Eh): -51594.1005
Net charge: +1
LUMO (hartree): -0.191
Strongest force on any atom (eV/Å): 4.57

Structure (XYZ):
```
101
Properties=species:S:1:pos:R:3:forces:R:3:lowdin_charge:R:1
N 1.01868 -1.80001 -1.65424 -0.2 0.5 -0.6 0.241
C 1.02891 -1.43234 -0.39417 0.8 -0.5 0.5 -0.514
N 0.20566 -0.51856 0.14596 -0.9 -0.6 -1.1 0.083
S -1.21240 -0.05368 -0.69095 -0.8 3.1 -0.6 0.740
O -1.67639 1.11379 -0.03959 -0.1 -0.4 1.3 -0.202
O -0.97743 0.12487 -2.07757 0.7 -1.6 -0.4 -0.229
C -2.59835 -1.30302 -0.39768 -0.2 -0.1 0.1 -0.459
F -3.13893 -0.98056 0.77718 0.2 0.0 0.1 0.149
F -3.48668 -1.05225 -1.35290 0.3 0.0 -0.2 0.171
C -2.17239 -2.77322 -0.34612 -1.1 -0.3 0.4 -0.387
F -1.60322 -3.14572 -1.49205 0.4 0.2 -0.4 0.175
F -1.30898 -2.85670 0.68077 0.6 0.0 0.0 0.084
C -3.31869 -3.78160 -0.02757 0.5 -0.7 0.2 -0.362
F -4.40698 -3.54391 -0.75235 -0.3 0.4 -0.2 0.192
F -3.61351 -3.70801 1.27114 -0.1 0.3 0.3 0.165
C -2.87277 -5.25476 -0.32109 -0.9 -0.1 -0.6 -0.542
F -3.67871 -6.07663 0.34706 0.4 0.1 0.2 0.201
F -1.60513 -5.46948 0.00530 0.0 -0.1 0.1 0.173
F -3.05351 -5.49913 -1.62354 0.4 0.0 0.1 0.186
N 1.95738 -1.93951 0.50895 -0.9 -0.6 0.1 -0.332
Br 1.68891 -3.79177 0.73992 0.1 -0.3 0.0 0.908
B 3.39008 -1.58970 0.15850 2.6 0.1 0.0 -1.070
O 4.14361 -2.29679 -0.80232 -0.9 -1.5 2.1 -0.011
O 3.93655 -0.54119 0.90264 -1.5 -2.3 0.8 -0.020
H 0.97726 -1.12268 -2.40664 -0.8 0.1 0.0 0.139
H 1.13551 -2.76581 -1.90822 1.0 -0.2 0.2 0.133
H 0.01756 -0.70072 1.13363 0.6 0.6 0.3 0.110
H 3.93836 -3.24364 -0.78424 0.1 0.0 0.0 0.074
H 3.29774 -0.37762 1.62668 0.5 0.3 0.1 -0.025
Br 3.85225 0.09839 -1.46478 0.3 3.7 -2.7 1.085
C 4.97951 0.60523 -2.98906 -0.2 -0.3 -0.2 -0.572
C 4.78035 2.04907 -3.32821 -0.2 0.1 -0.2 -0.716
Br 3.10008 2.32106 -4.27082 -0.1 0.0 0.0 0.616
H 4.73904 -0.06250 -3.81067 0.0 0.1 0.0 0.063
H 5.99848 0.41792 -2.66241 -0.1 0.0 0.2 0.009
H 5.55494 2.39217 -4.00849 0.1 0.0 0.0 0.027
H 4.76124 2.69128 -2.45481 0.0 0.0 0.0 0.038
Br 2.90444 6.33935 -3.91670 0.1 0.0 0.0 0.598
C 0.98846 6.04607 -4.05827 0.2 0.1 0.0 -0.696
C 0.27551 6.40162 -2.78349 -0.1 -0.2 0.1 -0.680
Br 0.53187 5.03915 -1.40922 0.0 0.0 0.0 0.585
H 0.85321 5.00693 -4.34136 0.0 0.0 0.0 0.009
H 0.65536 6.68725 -4.87074 0.0 0.0 0.0 0.065
H -0.79800 6.43966 -2.94781 0.0 0.0 -0.1 -0.024
H 0.61053 7.34028 -2.35642 0.0 0.0 0.0 0.058
Br 1.13258 -7.15514 2.17331 0.1 0.1 0.0 0.618
C 0.39192 -6.98823 3.97004 0.0 -0.2 -0.1 -0.662
C -0.87454 -6.17963 3.95727 0.0 0.1 0.1 -0.651
Br -0.46626 -4.28986 3.74492 -0.1 0.1 -0.1 0.644
H 1.16593 -6.54958 4.59005 0.0 0.0 0.0 0.057
H 0.19517 -8.00512 4.30043 0.0 0.0 0.0 0.067
H -1.40220 -6.26563 4.90457 0.1 0.0 0.0 0.067
H -1.54288 -6.45326 3.14830 0.0 -0.1 0.0 0.048
Br -9.09570 -2.33440 1.93308 0.0 0.0 0.1 0.630
C -7.55272 -1.18595 1.66368 -0.2 -0.2 -0.1 -0.697
C -6.26691 -1.90790 1.96583 0.1 0.1 0.1 -0.724
Br -5.97720 -2.08776 3.88005 0.0 -0.1 0.0 0.620
H -7.69738 -0.30966 2.28601 0.1 0.0 0.0 0.052
H -7.58791 -0.89633 0.61568 0.1 0.0 0.0 0.058
H -5.41847 -1.33905 1.60041 0.0 0.1 0.0 0.030
H -6.24183 -2.90852 1.54877 -0.1 0.0 0.0 0.039
Br -3.49064 6.83414 -3.21644 0.0 0.0 0.0 0.637
C -3.55701 5.60871 -1.70426 -0.1 0.0 -0.2 -0.697
C -4.34690 6.18345 -0.56071 0.2 0.1 0.2 -0.695
Br -3.33122 7.53681 0.39790 0.0 0.0 0.0 0.613
H -2.52975 5.38226 -1.43453 0.0 0.0 0.1 0.008
H -4.03458 4.70951 -2.08692 0.0 0.0 0.0 0.051
H -4.56534 5.41238 0.17429 0.0 0.0 0.0 0.056
H -5.27145 6.65104 -0.88114 0.0 0.0 -0.1 0.050
Br -1.76335 2.34682 -7.86530 0.1 0.0 0.1 0.628
C -1.87205 1.13510 -6.35097 -0.1 0.0 -0.3 -0.705
C -2.66503 1.72976 -5.21857 0.1 0.0 0.2 -0.683
Br -1.63932 3.07270 -4.25521 0.0 0.0 0.1 0.637
H -0.85309 0.89499 -6.06617 0.0 0.0 0.1 0.045
H -2.36366 0.24206 -6.73041 0.0 0.0 0.0 0.058
H -2.90472 0.96759 -4.47980 0.0 0.0 0.0 0.047
H -3.57871 2.21067 -5.55045 0.0 0.0 -0.1 0.053
Br 4.58915 -1.26901 5.68936 0.0 0.0 -0.1 0.640
C 3.76618 0.42067 5.19644 0.1 -0.2 0.1 -0.679
C 2.27783 0.27882 5.03518 0.0 0.4 0.0 -0.631
Br 1.83020 -0.61404 3.35724 -0.2 -0.2 0.3 0.775
H 4.26050 0.76130 4.29270 0.0 0.1 0.0 0.054
H 3.99010 1.10476 6.01082 -0.1 0.0 0.0 0.066
H 1.79955 1.25375 4.97891 0.0 0.0 0.0 0.070
H 1.81662 -0.30372 5.82329 0.0 -0.1 0.0 -0.020
Br 8.56812 1.63124 -2.84878 0.0 0.0 -0.1 0.662
C 8.78936 3.13631 -4.06837 0.2 -0.1 0.1 -0.673
C 8.78408 4.44708 -3.32912 -0.2 0.2 -0.1 -0.679
Br 6.98309 4.95472 -2.79273 0.1 0.0 0.1 0.642
H 7.99763 3.06541 -4.80619 0.0 0.1 0.0 0.048
H 9.74856 2.97333 -4.55333 0.0 0.0 0.0 0.061
H 9.12956 5.25009 -3.97541 0.0 0.0 0.0 0.062
H 9.38642 4.42548 -2.42786 0.0 -0.1 0.0 0.052
Br -2.43952 -3.71935 9.23180 0.0 0.1 0.0 0.625
C -2.76200 -2.45895 7.78820 -0.1 -0.2 0.1 -0.695
C -1.85594 -2.72227 6.61626 0.0 0.3 0.0 -0.722
Br -0.04300 -2.09535 6.95726 0.0 -0.1 0.0 0.638
H -2.63747 -1.46444 8.20214 0.0 0.0 0.0 0.052
H -3.80098 -2.60517 7.50237 0.0 0.0 -0.1 0.057
H -2.19139 -2.17106 5.74096 0.0 0.0 0.0 0.049
H -1.78083 -3.77413 6.37189 0.0 -0.1 0.0 0.008
```
Forces are in eV/Å.

(2)
Entry from OMol25: a gas-phase ion, C8H15N4O2 (charge +1) (ωB97M-V with the def2-TZVPD basis set).

Properties
Orbital gap (eV): 10.401
E (Eh): -682.9778
ΔE to the lowest compared entry with this formula, charge and spin (kJ/mol): 370.2
SMILES: [H]/N=C/[C@]1([C@H](C)/[NH+]=C/NCNC)OC1=O
Net charge: +1
LUMO (hartree): -0.109
Strongest force on any atom (eV/Å): 4.78

Structure (XYZ):
```
29
Properties=species:S:1:pos:R:3:forces:R:3:lowdin_charge:R:1
C 1.83706 1.12234 0.18160 -2.2 -3.3 -2.4 -0.074
C 2.21334 -0.23731 0.59363 1.5 0.3 0.4 -0.185
C 3.69378 -0.45526 0.75172 -3.0 0.1 -0.9 -0.526
C -2.79633 0.15644 -0.32734 -1.2 -1.2 0.0 -0.217
C 1.31664 -1.42547 0.55687 -1.1 -2.1 1.9 -0.255
C -0.47882 -0.60292 -0.84682 0.6 -0.6 -2.5 -0.218
C 1.75865 -2.52001 -0.44789 0.9 -1.0 -0.6 -0.036
C -2.55140 2.41761 0.46748 0.1 -0.1 -1.2 -0.103
N -1.60269 -0.05129 -1.22122 -2.1 1.4 -1.3 0.056
N -0.07822 -0.94572 0.34806 -0.3 -0.9 0.2 0.098
N 1.01084 1.20787 -0.77663 -0.1 2.1 -0.4 0.135
N -2.49230 0.99297 0.82821 0.4 -0.6 -0.8 -0.118
O 4.69508 -0.78834 0.33207 4.3 -1.1 -1.9 0.255
O 3.10566 -0.18268 1.82497 -1.4 0.8 3.0 0.217
H 2.32625 1.85882 0.64588 1.8 3.2 1.8 0.107
H -3.70669 0.46422 -0.94680 1.5 0.3 0.3 0.141
H -3.22913 -0.83589 0.08572 1.5 1.1 -0.7 0.154
H 1.30041 -1.93038 1.63652 0.2 1.2 -2.2 0.209
H 0.01316 -0.88466 -1.83118 0.6 0.0 2.2 0.176
H 1.08599 -3.50934 -0.46727 1.4 2.6 -0.2 0.142
H 2.82455 -2.84975 -0.22466 -1.4 0.2 0.4 0.103
H 2.01618 -2.03350 -1.43513 -1.1 -0.7 0.6 0.099
H -3.42530 2.46949 -0.17314 -0.7 1.1 0.3 0.072
H -2.49170 3.08841 1.30637 -0.6 0.0 0.5 0.081
H -1.76661 2.82272 -0.21297 0.1 -1.1 0.5 0.079
H -1.52560 0.35180 -2.23834 -0.9 -1.2 2.8 0.213
H -0.62335 -0.62576 1.16040 0.3 0.0 -0.6 0.165
H 0.78828 2.19816 -1.06444 0.6 -1.2 0.5 0.113
H -3.21774 0.72743 1.49431 0.3 0.7 0.2 0.117
```
Forces are in eV/Å.

(3)
Entry from OMol25: C5H9P in the gas phase (ωB97M-V with the def2-TZVPD basis set).

Properties
Orbital gap (alpha / beta) (eV): 8.227 / 8.226
E (Eh): -537.0791
ΔE to the lowest compared entry with this formula, charge and spin (kJ/mol): 352.4
Net charge: 0
LUMO (alpha / beta) (hartree): 0.013 / 0.013
Strongest force on any atom (eV/Å): 6.23

Structure (XYZ):
```
15
Properties=species:S:1:pos:R:3:forces:R:3:lowdin_charge:R:1
C 0.97818 1.16569 0.15134 -3.7 -2.2 0.1 0.051
C 0.78842 -1.27805 -0.75518 2.3 -0.1 -0.1 -0.166
C -1.45197 1.26245 -0.41776 4.0 -3.0 -3.7 -0.264
C 1.01846 -0.30063 0.40813 -1.0 0.9 -2.5 -0.347
C -0.22932 -1.21456 0.27855 1.5 -1.9 2.7 -0.529
P -1.79357 -0.40184 0.09584 -1.3 -0.5 -0.7 0.820
H 1.49678 1.50626 -0.71387 0.1 0.9 -0.1 0.050
H 0.76258 1.63282 1.09116 0.7 1.3 0.0 0.050
H 0.67661 -0.94125 -1.75755 -0.8 1.2 -0.5 0.092
H 1.52765 -2.05021 -0.91512 -0.2 -0.8 0.9 0.094
H -1.81350 1.88048 0.25637 -1.7 3.4 2.9 -0.076
H -1.60035 1.53072 -1.50627 0.3 -0.3 1.5 0.032
H 1.67226 -0.47999 1.21421 0.7 -1.0 0.8 0.108
H -0.15674 -2.06942 1.10688 -0.6 1.7 -2.0 0.149
H -1.87549 -0.24247 1.46327 -0.4 0.4 0.7 -0.063
```
Forces are in eV/Å.

(4)
Entry from OMol25: C25H33NO4 in the gas phase (ωB97M-V with the def2-TZVPD basis set).

Properties
Orbital gap (eV): 8.799
E (Eh): -1328.1570
ΔE to the lowest compared entry with this formula, charge and spin (kJ/mol): 7.0
SMILES: CCOC(=O)C1(C[C@@H]2CCCCO2)CCN(Cc2ccccc2-c2ccco2)CC1
Net charge: 0
LUMO (hartree): 0.031
Strongest force on any atom (eV/Å): 1.14

Structure (XYZ):
```
63
Properties=species:S:1:pos:R:3:forces:R:3:lowdin_charge:R:1
C 4.08310 -0.70900 -0.40238 -0.3 0.0 -0.3 -0.058
C 3.57422 -0.80934 -1.83374 0.4 -0.3 0.1 -0.211
H 4.15653 -0.17155 -2.50279 -0.1 -0.1 0.0 0.124
H 3.61192 -1.84722 -2.17904 0.0 0.2 0.0 0.124
O 2.23153 -0.34213 -1.94745 0.0 0.4 0.0 -0.017
C 1.26946 -1.20938 -1.61839 -0.2 -0.1 0.2 -0.467
O 1.48390 -2.31584 -1.19858 0.1 -0.1 0.1 0.132
C -0.12998 -0.63827 -1.83426 -0.3 -0.1 -0.1 -0.351
C -0.16309 0.88984 -1.73861 0.3 0.0 0.1 -0.099
C 0.13772 1.36650 -0.32001 -0.1 0.2 -0.2 -0.169
N -0.82863 0.81144 0.60544 0.1 0.1 0.1 -0.177
C -0.72485 -0.63615 0.61778 -0.3 -0.2 -0.1 -0.164
C -1.06313 -1.20496 -0.75513 0.3 0.0 0.2 -0.099
H -0.96618 -2.29050 -0.72613 0.0 0.0 -0.1 0.125
H -2.09327 -0.94708 -1.00496 -0.1 0.0 -0.1 0.128
H -1.42681 -1.02620 1.35876 0.1 0.0 0.0 0.127
H 0.29157 -0.96072 0.90783 0.0 0.0 0.1 0.134
C -0.70034 1.36168 1.94279 0.2 0.0 -0.2 -0.140
C -1.94382 1.13203 2.76173 0.0 0.0 0.2 -0.137
C -3.15286 0.93501 2.10663 -0.1 0.0 0.0 -0.037
C -4.32091 0.69548 2.80433 0.0 0.0 0.0 -0.077
C -4.29614 0.65275 4.18901 -0.1 -0.1 0.0 -0.085
C -3.10896 0.86796 4.85717 0.1 0.0 0.0 -0.028
C -1.92134 1.11555 4.16282 -0.2 0.1 -0.3 -0.103
C -0.71564 1.35186 4.94460 0.0 -0.6 1.0 -0.225
C -0.38508 0.91519 6.20404 -0.3 0.1 -0.7 -0.018
C 0.88360 1.46027 6.49937 0.3 0.4 -0.4 -0.060
C 1.23581 2.19391 5.40903 0.4 -0.2 0.8 -0.115
O 0.28247 2.13234 4.46674 -0.3 0.2 -0.4 0.032
H 2.10459 2.78224 5.18860 0.1 0.1 -0.1 0.119
H 1.45140 1.32471 7.39700 0.2 0.0 0.1 0.100
H -0.96154 0.26748 6.83194 -0.2 -0.1 0.1 0.109
H -3.09168 0.86320 5.93623 0.0 0.0 0.1 0.109
H -5.20193 0.46350 4.74577 -0.1 0.0 0.1 0.101
H -5.24810 0.54341 2.27181 -0.1 0.0 0.0 0.101
H -3.15427 0.96659 1.02834 0.0 0.0 -0.1 0.111
H -0.54091 2.44187 1.85593 0.1 -0.1 0.0 0.136
H 0.17822 0.94298 2.46218 -0.1 0.1 -0.1 0.132
H 0.06274 2.45723 -0.28545 0.1 -0.1 0.0 0.125
H 1.17115 1.08625 -0.04694 0.0 0.1 0.0 0.127
H 0.55673 1.33750 -2.42250 0.0 0.0 -0.1 0.115
H -1.16404 1.22943 -2.01258 0.0 0.0 0.0 0.131
C -0.61135 -1.13062 -3.21468 0.5 0.1 -0.1 -0.057
C 0.35642 -0.85527 -4.36492 -0.7 0.0 -0.2 -0.337
C -0.33722 -0.98862 -5.72678 0.4 0.2 0.1 -0.139
C 0.68156 -0.79272 -6.84794 -0.1 -0.3 0.0 -0.197
C 1.84045 -1.76642 -6.64894 0.0 0.2 0.3 -0.170
C 2.40348 -1.59422 -5.23817 0.3 -0.1 -0.3 -0.207
O 1.41592 -1.78803 -4.25549 -0.2 -0.1 0.1 -0.106
H 3.17746 -2.33690 -5.03146 0.0 0.1 0.0 0.127
H 2.83939 -0.58641 -5.13530 0.0 -0.1 0.0 0.130
H 2.62820 -1.59033 -7.38242 0.0 -0.1 0.0 0.112
H 1.48056 -2.79054 -6.76243 0.0 -0.1 0.0 0.118
H 0.21122 -0.95291 -7.81985 0.0 0.1 0.0 0.109
H 1.05916 0.23305 -6.82000 0.0 0.1 0.0 0.114
H -1.13599 -0.24969 -5.80335 -0.1 0.0 0.0 0.119
H -0.77582 -1.98571 -5.79921 -0.1 -0.1 0.0 0.127
H 0.77109 0.16431 -4.28421 0.0 -0.1 0.0 0.152
H -1.57293 -0.66346 -3.43444 0.0 0.0 0.0 0.131
H -0.75113 -2.21206 -3.16513 -0.1 -0.1 0.0 0.142
H 5.12467 -1.01506 -0.36229 0.1 0.0 0.0 0.077
H 3.50000 -1.36166 0.24258 0.0 0.0 0.1 0.075
H 4.00013 0.31440 -0.04240 0.0 0.1 0.0 0.076
```
Forces are in eV/Å.

(5)
Entry from OMol25: a molecular structure, C4H7GaO (ωB97M-V with the def2-TZVPD basis set).

Properties
Orbital gap (alpha / beta) (eV): 7.212 / 6.473
E (Eh): -2154.9721
⟨S²⟩: 1.75
Net charge: +3
LUMO (alpha / beta) (hartree): -0.698 / -0.742
Strongest force on any atom (eV/Å): 5.91
Spin multiplicity: 2

Structure (XYZ):
```
13
Properties=species:S:1:pos:R:3:forces:R:3:lowdin_spin:R:1
C -1.52774 0.06980 0.35496 0.9 -0.9 0.2 -0.104
C -0.04418 0.14351 0.60210 -0.9 -0.7 1.9 -0.164
C 1.03169 -0.77772 0.22137 -0.2 -1.9 1.6 0.198
O 2.22025 -0.45920 -0.21408 -2.1 0.1 2.7 0.522
Ga 3.03791 -0.33566 -1.65318 3.7 0.6 -4.6 0.739
H -1.87303 -0.83863 -0.14761 0.1 0.1 -0.3 -0.019
H 0.20549 0.62242 1.55690 0.3 0.4 0.4 0.049
H -2.16041 0.44461 1.16101 0.2 0.4 0.2 -0.023
H 0.34489 -1.29862 -0.60866 0.4 -0.5 -0.1 0.185
C -0.80974 1.06944 -0.48229 -2.6 1.7 -2.0 -0.352
H -0.69829 0.84263 -1.54300 0.4 0.0 0.1 -0.006
H -0.89350 2.12701 -0.23471 0.6 0.1 0.2 -0.011
H 1.16667 -1.60961 0.98718 -0.6 0.4 -0.3 -0.013
```
Forces are in eV/Å.

(6)
Entry from OMol25: 2 unconnected molecules or ions with the total composition C4H10N3O (ωB97M-V with the def2-TZVPD basis set).

Properties
Orbital gap (eV): 9.406
E (Eh): -397.5825
ΔE to the lowest compared entry with this formula, charge and spin (kJ/mol): 253.9
Net charge: +1
LUMO (hartree): -0.128
Strongest force on any atom (eV/Å): 2.41

Structure (XYZ):
```
18
Properties=species:S:1:pos:R:3:forces:R:3:lowdin_charge:R:1
C 2.92724 0.96412 -0.35650 2.2 -0.3 -0.9 0.028
C -0.92720 -0.22651 0.13834 -0.6 -1.0 -0.2 -0.238
C 0.39004 -2.29395 0.16660 0.3 -0.6 0.3 -0.031
C -2.35820 1.63228 0.11924 -0.3 0.7 0.4 -0.011
N 1.75199 1.07263 0.03348 -1.7 0.3 0.6 -0.122
N 0.68226 1.19713 0.39956 0.4 0.7 0.3 0.232
N -0.40511 -1.26794 -0.46147 -0.4 0.6 -0.4 0.037
O -1.70654 0.54929 -0.54856 0.4 -0.6 -0.2 -0.033
H 3.22808 1.40056 -1.29348 -0.2 0.1 -0.2 0.094
H 3.66594 0.48914 0.26379 -0.1 -0.1 0.3 0.092
H -0.92641 -0.19782 1.22650 0.0 0.0 -0.2 0.165
H 0.56498 -2.04979 1.21245 0.0 0.0 0.0 0.101
H -0.13056 -3.25228 0.10930 0.0 0.1 0.1 0.103
H 1.34678 -2.39710 -0.34680 -0.1 0.1 0.1 0.098
H -3.01387 2.08589 -0.62144 0.1 -0.1 0.1 0.110
H -1.62020 2.36069 0.46045 0.0 -0.1 -0.1 0.091
H -2.94420 1.27259 0.96557 0.0 -0.1 -0.1 0.107
H -0.52502 -1.33896 -1.46702 -0.1 0.2 0.1 0.179
```
Forces are in eV/Å.

(7)
Entry from OMol25: 3 unconnected molecules or ions with the total composition C3H11NO3 (ωB97M-V with the def2-TZVPD basis set).

Properties
Orbital gap (alpha / beta) (eV): 10.618 / 5.316
E (Eh): -401.0211
⟨S²⟩: 0.76
ΔE to the lowest compared entry with this formula, charge and spin (kJ/mol): 81.0
Net charge: +1
LUMO (alpha / beta) (hartree): -0.155 / -0.350
Strongest force on any atom (eV/Å): 4.95
Spin multiplicity: 2

Structure (XYZ):
```
18
Properties=species:S:1:pos:R:3:forces:R:3:lowdin_spin:R:1
C 1.01289 2.33881 0.14886 0.6 0.2 -0.8 0.017
C 0.17474 1.03125 0.30141 1.3 -0.3 1.8 0.100
C 0.63347 0.06152 -0.77330 -3.7 1.4 -2.9 0.105
N -0.13834 0.10177 -1.88970 2.7 -1.6 -0.1 0.035
O 1.62515 -0.65237 -0.59020 0.0 0.1 0.0 0.717
H 1.72192 2.50335 0.99596 -0.8 -0.2 -0.6 0.003
H 0.28030 3.16395 0.07740 0.6 -0.2 0.0 0.004
H 1.66071 2.34367 -0.80725 -1.1 0.0 1.4 0.004
H 0.50497 0.44482 1.15761 -0.2 0.7 0.8 -0.002
H -0.92824 1.13185 0.40663 0.7 -0.2 -0.8 0.012
H -0.93754 0.70791 -2.08452 0.5 -0.2 0.7 0.002
H 0.24685 -0.44541 -2.68026 -0.8 0.5 0.5 0.002
H 1.28314 -2.81060 1.96883 -1.5 1.2 0.5 0.000
H 0.43787 -1.49130 1.78553 0.2 1.0 -0.7 0.000
O 0.47351 -2.29484 2.26423 1.2 -2.3 0.2 0.001
H -2.01886 -2.33293 0.29329 -1.0 0.3 -0.3 0.000
H -3.35660 -2.13229 -0.56523 1.1 0.4 1.0 0.000
O -2.67594 -1.66916 -0.00928 0.0 -0.7 -0.6 0.000
```
Forces are in eV/Å.